Entry 1:
DFT (ωB97M-V/def2-TZVPD) results for a cluster of 2 separate species, C7H16NO in total in a non-equilibrium geometry.

The calculation puts the molar mass at 130.211 g/mol. The strongest force on any atom comes out at 5.35 eV Å⁻¹. The LUMO energy comes out at -0.19960 Eh. The HOMO energy is -0.4952 Ha. Its energy above the lowest of the compared OMol25 structures with the same formula, charge and spin is 84.49 kcal per mole. Its total energy is -405.93975 Ha.

The geometry in ORCA input format:
```
! wB97M-V def2-TZVPD RIJCOSX def2/J DEFGRID3
* xyz 1 1
C -1.49147 -0.81832 2.59518
C -1.72514 0.20565 1.71567
C 0.88208 -1.57878 0.43869
C 1.06776 1.38629 0.33211
C 1.08662 0.37856 -2.13394
C -0.01231 -0.79187 -0.39018
C 0.37435 0.62180 -0.75940
N -0.75137 1.44464 -1.15379
O -1.00439 -1.21783 -1.17736
H -1.22684 -0.59463 3.60770
H -1.60014 -1.78890 2.43182
H -1.51968 1.13070 2.18892
H 1.08572 -1.06927 1.33290
H 1.88198 -1.69167 -0.20020
H 0.49437 -2.54760 0.66658
H 1.59939 2.28346 -0.06285
H 0.33543 1.78144 1.00139
H 1.73506 0.77281 0.91903
H 1.03928 1.30191 -2.86267
H 0.45322 -0.26935 -2.71570
H 2.15154 -0.03960 -2.06534
H -1.26842 0.94084 -1.80064
H -2.04405 0.06212 0.75908
H -0.52637 2.29265 -1.49970
H -1.01663 -2.19503 -1.16730
*
```


Entry 2:
DFT (ωB97M-V/def2-TZVPD) results for a cluster of 3 separate species, C5H16O2 in total in a non-equilibrium geometry.

The calculation puts the molar mass at 108.181 g/mol. The strongest force on any atom comes out at 1.19 eV Å⁻¹. The LUMO energy comes out at 0.02342 Eh. The HOMO energy is -0.4053 Ha. The SMILES is CCCCC.O.O. Its energy above the lowest of the compared OMol25 structures with the same formula, charge and spin is 13.48 kcal per mole. Its total energy is -350.56080 Ha.

The geometry in ORCA input format:
```
! wB97M-V def2-TZVPD RIJCOSX def2/J DEFGRID3
* xyz 0 1
C -1.41957 -2.15213 0.90578
C -0.27836 -1.17024 1.08187
C -0.77484 0.24034 1.46621
C 0.22440 1.26690 0.95609
C 0.15716 2.76717 1.27398
H -2.20131 -2.11276 1.66505
H -1.08911 -3.19133 0.89875
H -1.96478 -2.03664 -0.03832
H 0.28907 -1.16050 0.17299
H 0.38565 -1.52434 1.85393
H -1.73503 0.31274 0.96891
H -0.85043 0.31845 2.54424
H 1.20858 0.91688 1.28959
H 0.26365 1.22077 -0.13725
H -0.85180 3.08024 1.14525
H 0.49118 3.06032 2.26847
H 0.81909 3.29009 0.59633
H 1.69714 0.42026 -3.13479
H 2.96279 0.88807 -2.49932
O 2.57442 0.10263 -2.89751
H 0.37160 -1.96829 -2.94844
H -0.58111 -1.36085 -3.89825
O 0.30159 -1.20777 -3.53356
*
```


Entry 3:
DFT (ωB97M-V/def2-TZVPD) results for a cluster of 2 separate species, C4H6N2 in total.

The calculation puts the molar mass at 82.106 g/mol. The strongest force on any atom comes out at 0.69 eV Å⁻¹. The LUMO energy comes out at 0.03645 Eh. The HOMO energy is -0.3386 Ha. Its energy above the lowest of the compared OMol25 structures with the same formula, charge and spin is 118.74 kcal per mole. Its total energy is -265.34635 Ha.

The geometry in ORCA input format:
```
! wB97M-V def2-TZVPD RIJCOSX def2/J DEFGRID3
* xyz 0 1
C -2.74933 -0.96291 -0.00310
C -1.28733 -0.92267 0.04260
C -0.08316 -0.89971 0.08140
N 2.99500 0.08856 -0.03175
N 2.54493 1.24163 0.09849
C 2.16283 2.31777 0.41664
H -3.16044 0.00210 -0.31664
H -3.09436 -1.72297 -0.71144
H -3.16262 -1.20493 0.98122
H 0.99049 -0.88019 0.11924
H 3.56616 0.05200 -0.87808
H 1.27783 2.89132 0.20143
*
```


Entry 4:
DFT (ωB97M-V/def2-TZVPD) results for a structure of composition C7H9F14HfN4O22S6 in a non-equilibrium geometry.

The calculation puts the molar mass at 1138.019 g/mol. The strongest force on any atom comes out at 8.98 eV Å⁻¹. The LUMO energy comes out at -0.00281 Eh. The HOMO energy is -0.2332 Ha. Its energy above the lowest of the compared OMol25 structures with the same formula, charge and spin is 0.00 kcal per mole. Its total energy is -5981.48517 Ha.

The geometry in ORCA input format:
```
! wB97M-V def2-TZVPD RIJCOSX def2/J DEFGRID3
* xyz -1 1
Hf -0.18242 -0.41567 -0.01921
C 3.87852 -0.59009 -2.79728
F 3.40812 -1.81356 -2.62388
F 5.17531 -0.53940 -2.54470
F 3.62062 -0.04880 -4.05293
S 3.05603 0.55532 -1.58194
O 1.75289 -0.04472 -1.37848
O 3.73952 0.44688 -0.32163
O 3.05500 1.94924 -2.10418
C -1.37251 2.54762 -3.77746
F -2.69881 2.62049 -3.55752
F -0.87942 1.36726 -4.24465
F -0.97895 3.53445 -4.54859
S -0.56719 2.73010 -2.02700
O -0.42870 1.39394 -1.45149
O 0.80159 3.25728 -2.24804
O -1.37276 3.59692 -1.15351
C 0.36042 -3.73711 -3.38683
F 0.19816 -5.02259 -3.16607
F 1.67531 -3.39969 -3.53524
F -0.29261 -3.40442 -4.53439
S -0.53157 -2.74676 -1.99282
O -1.70548 -3.53576 -1.58059
O 0.41199 -2.42960 -0.85544
O -0.87474 -1.33934 -2.26605
C 2.77535 2.77179 2.48359
F 2.09306 2.52938 3.57703
F 3.43098 3.96665 2.48064
F 3.64029 1.83249 2.24062
S 1.48074 2.70323 1.07956
O 2.19693 3.18454 -0.15146
O 1.04695 1.29001 0.98216
O 0.37819 3.62432 1.42310
N -0.95863 -1.39386 1.84620
S -1.84762 -2.61734 2.45444
O -3.29170 -2.39105 2.58469
O -1.10905 -3.54702 3.33940
F -1.86877 -3.39010 1.10949
S -0.82312 -0.84622 3.52994
O 0.06327 -1.52937 4.45823
O -1.94217 -0.01833 4.02354
F 0.16854 0.37170 3.19297
C 3.94577 -2.56395 1.53183
N 2.98888 -1.46865 1.78071
O 3.12949 -0.88364 2.90352
O 1.92544 -1.38643 1.10067
H 4.87682 -2.03228 1.33541
H 3.63925 -3.22409 0.72044
H 4.01640 -3.11188 2.47145
C -4.89267 -0.95648 -0.08559
N -3.83281 -0.51730 -1.09149
O -2.65426 -0.46969 -0.70077
O -4.17395 -0.41326 -2.26861
H -5.88400 -0.61585 -0.38446
H -4.50501 -0.62107 0.87634
H -4.97519 -2.04146 -0.14982
C -2.62039 3.34200 2.06831
N -2.63390 1.91372 1.63426
O -3.71692 1.39138 1.74333
O -1.64424 1.36959 1.11567
H -2.63472 3.93703 1.15516
H -1.64433 3.26947 2.54806
H -3.39105 3.60983 2.79111
*
```